No. 1
105
Properties=species:S:1:pos:R:3:forces:R:3:mulliken_charge:R:1 method="wB97M-V/def2-TZVPD" gap_ev=11.10 smiles="CCOS(C)(=O)=O.CCOS(C)(=O)=O.CCOS(C)(=O)=O.CCOS(C)(=O)=O.CCOS(C)(=O)=O.CCOS(C)(=O)=O.CCOS(C)(=O)=O" multiplicity=1 charge=0 fmax_ev_per_a=7.24 homo_ev=-10.76
C 3.615 5.159 6.037 1.0 0.6 0.9 -1.2019
C 4.507 4.338 7.042 0.9 2.2 -1.6 -0.2644
O 3.644 3.575 7.793 -1.3 -1.6 1.4 -0.2544
S 4.118 2.882 9.163 -0.2 -1.6 0.8 1.1166
C 5.099 1.468 8.402 -0.9 1.1 1.3 -0.8626
O 5.057 3.720 9.919 -1.7 -1.0 -1.3 -0.6035
O 2.873 2.358 9.781 3.1 1.4 -1.5 -0.5905
H 4.149 5.998 5.593 0.6 -0.3 -0.1 0.3865
H 2.827 5.706 6.554 -0.3 -0.6 0.2 0.3312
H 3.241 4.552 5.213 -0.1 -0.1 0.3 0.2754
H 5.273 3.834 6.453 -0.4 -1.1 -0.2 0.2734
H 5.164 4.851 7.745 -0.4 1.1 -0.1 0.4323
H 5.778 1.159 9.197 -0.2 -0.3 -0.1 0.3399
H 5.693 1.812 7.555 -0.3 0.1 0.0 0.3130
H 4.330 0.737 8.153 0.4 -0.1 -0.1 0.3093
C -2.611 1.744 3.490 0.9 0.6 -0.1 -1.1937
C -1.467 1.971 2.448 -2.6 3.7 1.4 -0.1355
O -1.181 0.810 1.900 3.5 -5.6 -3.0 -0.2642
S 0.155 0.725 0.848 1.6 0.4 -0.9 1.0490
C -0.639 1.144 -0.861 0.8 -0.9 2.2 -0.8718
O 1.118 1.819 1.154 -2.2 -2.3 -0.1 -0.5960
O 0.648 -0.679 0.781 -1.8 3.4 0.5 -0.5662
H -2.146 1.485 4.441 -0.3 -0.5 0.0 0.2975
H -3.344 1.021 3.130 0.3 -0.2 0.1 0.3206
H -3.169 2.663 3.665 0.2 0.2 -0.1 0.3695
H -1.908 2.544 1.632 0.1 1.1 0.2 0.2437
H -0.591 2.456 2.881 -0.1 0.2 0.0 0.3575
H -0.914 2.197 -0.926 -0.1 -0.2 0.3 0.3175
H -1.450 0.417 -0.838 -0.1 0.3 -0.6 0.3229
H 0.159 0.914 -1.567 -0.2 -0.2 0.1 0.3495
C -6.076 8.765 -0.488 -2.3 1.9 0.8 -1.4072
C -4.711 9.367 -0.435 -1.0 -1.2 -0.5 -0.1064
O -3.985 8.299 0.108 3.9 -1.1 0.3 -0.2789
S -2.382 8.136 -0.335 -1.5 1.4 -2.7 1.1141
C -1.645 9.701 0.364 -1.0 -1.7 0.6 -0.9113
O -1.897 6.978 0.323 0.1 -0.1 0.6 -0.5514
O -2.370 8.175 -1.814 0.2 0.3 2.9 -0.6239
H -6.675 9.566 -0.922 -0.5 -0.2 -0.7 0.4133
H -6.519 8.785 0.508 0.2 -0.6 0.3 0.3319
H -6.287 7.804 -0.956 0.7 0.2 -0.2 0.3199
H -4.467 9.585 -1.475 0.8 0.4 0.2 0.3679
H -4.686 10.188 0.281 0.1 0.4 -0.5 0.3072
H -2.016 9.740 1.389 -0.5 0.0 0.0 0.3211
H -2.055 10.533 -0.210 0.7 -0.1 -0.1 0.3155
H -0.580 9.556 0.543 0.1 0.3 -1.0 0.3876
C 3.616 -8.668 -4.575 -1.1 0.7 -0.4 -0.9463
C 2.094 -8.995 -4.459 1.2 -1.0 -2.0 -0.4098
O 1.650 -8.850 -3.160 -1.4 0.9 2.6 -0.2915
S 0.420 -7.862 -2.787 -2.0 0.9 2.1 1.0888
C 1.267 -6.163 -2.774 -0.8 -1.5 -1.3 -0.8533
O -0.692 -7.970 -3.794 3.4 0.4 2.4 -0.5780
O 0.116 -8.068 -1.336 0.8 -0.1 -3.8 -0.5923
H 3.785 -7.709 -4.085 0.3 -0.1 0.3 0.2659
H 3.906 -8.482 -5.609 -0.2 -0.2 -0.2 0.3325
H 4.278 -9.450 -4.202 -0.3 0.1 0.3 0.2970
H 1.410 -8.472 -5.127 0.4 0.4 -0.3 0.4193
H 1.950 -10.049 -4.697 0.0 -0.1 -0.1 0.2979
H 1.572 -6.004 -3.808 0.0 0.2 0.0 0.2946
H 2.150 -6.172 -2.135 -0.4 -0.3 0.2 0.3122
H 0.499 -5.437 -2.506 0.1 -0.2 0.2 0.3628
C -1.881 -5.498 4.199 1.3 2.3 0.1 -1.1914
C -2.662 -6.623 4.755 -0.5 0.0 1.1 -0.0115
O -2.813 -6.565 6.240 0.5 -0.6 0.2 -0.3516
S -1.685 -7.148 7.276 -1.4 -0.3 -1.4 1.1790
C -1.660 -8.915 6.762 -0.3 1.2 0.2 -0.9158
O -0.465 -6.469 6.936 -0.1 -0.6 0.6 -0.5933
O -2.280 -7.108 8.593 0.7 0.2 -1.4 -0.5806
H -1.985 -5.321 3.129 0.0 -0.6 -0.1 0.3682
H -0.833 -5.396 4.481 0.3 -1.2 -0.3 0.3138
H -2.118 -4.517 4.610 -1.2 0.0 0.3 0.3404
H -3.703 -6.534 4.443 0.1 -0.2 0.0 0.2357
H -2.275 -7.589 4.430 0.0 0.0 0.2 0.1967
H -1.437 -9.012 5.699 0.6 0.1 0.3 0.3250
H -2.685 -9.271 6.868 0.1 0.0 0.5 0.3251
H -0.959 -9.389 7.449 -0.1 -0.2 -0.3 0.3607
C 5.459 4.371 -4.997 0.8 0.2 0.0 -1.1064
C 6.386 4.996 -6.032 -0.7 1.1 -1.3 -0.2186
O 7.375 4.100 -6.594 1.2 0.6 -0.3 -0.3242
S 8.652 4.624 -7.566 -2.1 -0.1 -0.8 1.1288
C 9.777 5.254 -6.287 -0.4 -0.1 -0.1 -0.8251
O 9.179 3.396 -8.101 -0.1 0.9 0.7 -0.5766
O 8.189 5.636 -8.542 1.0 -1.5 2.7 -0.6073
H 4.572 5.002 -4.945 -0.1 -0.1 -0.1 0.3379
H 5.941 4.443 -4.022 -0.1 -0.4 0.1 0.2818
H 5.179 3.342 -5.224 0.0 0.1 0.0 0.3114
H 5.798 5.408 -6.852 -0.2 -0.6 -0.4 0.3143
H 6.765 5.948 -5.659 0.9 -0.3 0.5 0.3279
H 9.260 5.867 -5.549 -0.2 0.5 -0.6 0.3151
H 10.583 5.769 -6.810 -0.1 0.0 0.2 0.3215
H 10.130 4.431 -5.666 0.1 -0.4 -0.7 0.3196
C -6.560 -5.325 -6.664 -0.6 0.1 0.9 -1.2124
C -6.632 -3.913 -6.002 -0.3 -1.1 -0.7 -0.1172
O -6.250 -4.075 -4.619 0.4 1.4 1.3 -0.3081
S -6.278 -2.725 -3.598 -1.7 -0.6 -2.2 1.0555
C -7.915 -3.159 -2.734 0.4 0.1 -1.4 -0.8622
O -5.207 -2.869 -2.674 -0.2 -0.1 0.0 -0.5441
O -6.371 -1.551 -4.476 -0.2 -1.8 1.7 -0.5933
H -7.172 -6.020 -6.088 0.3 0.0 0.7 0.3271
H -5.544 -5.717 -6.713 -0.1 0.1 -0.1 0.2923
H -7.092 -5.459 -7.606 0.5 0.9 -0.5 0.3866
H -5.979 -3.212 -6.521 -0.1 0.1 0.2 0.2977
H -7.669 -3.575 -6.024 0.0 0.3 -0.2 0.3002
H -8.239 -2.467 -1.957 0.6 -0.1 0.1 0.3508
H -7.900 -4.213 -2.456 0.6 0.2 0.5 0.3312
H -8.693 -3.156 -3.498 0.2 0.4 -0.3 0.2957



No. 2
123
Properties=species:S:1:pos:R:3:forces:R:3:mulliken_charge:R:1 method="wB97M-V/def2-TZVPD" gap_ev=8.57 multiplicity=1 charge=0 fmax_ev_per_a=3.10 homo_ev=-8.94
C -3.267 -2.622 -1.593 -1.5 0.4 -1.1 -0.5537
O -2.056 -3.289 -2.121 0.3 1.9 1.2 -0.3294
C -0.828 -2.563 -1.761 1.0 0.7 0.5 0.2622
C 0.249 -3.455 -0.895 -0.6 0.1 0.6 0.0512
C -0.462 -3.799 0.543 -0.4 0.8 0.7 -0.3150
C 0.066 -2.623 1.606 -0.3 -0.7 -1.0 0.6648
C -0.659 -2.703 3.074 1.2 0.5 -0.2 0.0715
F -2.122 -3.055 3.010 3.0 0.7 0.0 -0.3979
O 0.769 -4.644 -1.594 0.9 1.3 1.7 -0.4182
C 1.897 -5.241 -0.808 -0.5 -0.4 0.7 -0.5861
H -4.161 -2.959 -2.308 2.0 0.5 1.6 0.2640
H -3.550 -2.933 -0.501 0.8 0.5 -1.9 0.2175
H -3.231 -1.438 -1.683 0.2 -2.9 0.2 0.3082
H -0.252 -2.114 -2.701 -1.4 -1.2 1.6 0.2830
H -1.119 -1.620 -1.092 0.8 -2.1 -1.3 -0.3536
H 1.165 -2.761 -0.670 -1.6 -1.0 -0.5 0.1654
H -0.209 -4.853 0.984 -0.3 2.0 -1.0 0.3441
H -1.650 -3.741 0.461 2.7 -0.1 0.1 -0.0696
H 1.239 -2.799 1.687 -2.6 0.4 0.3 -0.1783
H -0.063 -1.578 1.055 0.0 -2.0 1.4 -0.2960
H -0.087 -3.531 3.696 -1.6 1.5 -1.2 0.1030
H -0.523 -1.649 3.600 -0.8 -2.4 -1.0 0.1116
H 2.776 -5.621 -1.490 -2.5 0.8 1.1 0.3278
H 2.376 -4.473 -0.050 -1.0 -1.2 -1.5 0.2141
H 1.416 -6.118 -0.156 1.3 1.9 -1.6 0.2188
C -2.612 1.097 1.716 -0.1 -0.1 0.4 -0.5688
N -2.068 0.730 0.380 0.0 -0.1 -0.4 0.8946
O -2.719 -0.078 -0.293 1.2 1.5 0.9 -0.5514
O -1.004 1.263 0.046 -1.5 -1.0 0.1 -0.5175
H -3.547 0.556 1.878 0.3 0.1 -0.2 0.3404
H -1.868 0.814 2.463 0.0 0.1 -0.2 0.2437
H -2.785 2.175 1.716 0.2 -0.4 0.0 0.0477
C 2.714 -2.651 5.153 -0.2 0.0 0.2 -0.7696
N 3.258 -3.018 3.817 0.1 -0.3 -0.5 1.0555
O 2.607 -3.825 3.144 1.2 1.0 0.7 -0.5615
O 4.322 -2.485 3.483 -1.4 -0.9 0.1 -0.6012
H 1.779 -3.191 5.315 0.3 0.1 -0.1 0.2591
H 3.458 -2.934 5.900 -0.1 0.2 -0.2 0.3455
H 2.542 -1.572 5.153 0.2 -0.3 0.0 0.2953
C 0.108 3.601 -1.436 0.2 -0.1 0.2 -0.2087
N -0.192 5.012 -1.801 -0.2 0.7 -0.3 0.9740
O 0.491 5.893 -1.267 -1.0 -0.8 -0.8 -0.5569
O -1.106 5.195 -2.614 1.3 0.0 1.2 -0.5409
H 0.930 3.590 -0.716 -0.3 0.1 -0.1 -0.0169
H -0.796 3.175 -0.997 0.2 0.1 -0.2 0.0746
H 0.391 3.077 -2.351 -0.2 0.1 0.1 0.2995
C -4.612 5.655 0.839 -0.1 0.1 0.4 -0.5986
N -4.410 4.211 1.138 -0.4 -0.4 0.5 0.8769
O -4.846 3.790 2.216 0.9 0.1 -1.6 -0.5470
O -3.819 3.542 0.283 -0.7 0.6 1.0 -0.4695
H -5.142 6.118 1.673 0.1 -0.3 -0.1 0.3286
H -3.626 6.106 0.710 -0.5 -0.4 0.1 0.2617
H -5.202 5.722 -0.078 0.3 -0.1 0.1 0.1577
C -3.065 -2.610 6.127 -0.2 -0.3 -0.3 -0.6366
N -2.524 -1.229 6.244 0.4 0.9 -0.3 0.8852
O -2.254 -0.635 5.193 -0.3 -0.6 1.8 -0.4583
O -2.386 -0.779 7.388 0.0 -0.4 -1.5 -0.5526
H -3.133 -2.874 5.069 0.1 0.2 0.2 0.1736
H -2.376 -3.279 6.648 -0.2 0.2 0.0 0.2706
H -4.053 -2.618 6.591 0.3 0.0 0.1 0.3089
C -2.266 -2.457 -5.388 -0.1 -0.3 0.3 -0.3284
N -3.325 -2.051 -6.351 -0.8 0.1 -0.4 0.9135
O -4.457 -2.518 -6.178 1.5 0.9 -0.5 -0.5327
O -2.990 -1.274 -7.253 -0.6 -1.0 1.0 -0.5621
H -2.700 -3.138 -4.652 0.1 0.2 -0.2 0.2263
H -1.477 -2.954 -5.955 -0.2 0.3 0.1 0.0980
H -1.896 -1.551 -4.903 0.0 -0.1 -0.2 0.2497
C -5.054 4.275 -3.158 0.3 -0.2 0.2 -0.5136
N -6.362 4.848 -2.741 -0.9 0.4 0.0 0.8986
O -6.636 4.814 -1.535 0.0 0.2 -1.6 -0.5477
O -7.077 5.316 -3.635 0.9 -0.7 1.6 -0.5464
H -4.533 3.902 -2.273 -0.2 0.1 -0.1 0.0856
H -5.259 3.461 -3.857 0.0 0.3 0.0 0.3365
H -4.481 5.073 -3.635 -0.2 -0.2 0.0 0.2710
C 0.657 -0.537 9.334 0.0 0.3 0.2 -0.6835
N 1.358 -1.219 8.214 0.5 -0.2 -0.7 0.8943
O 2.185 -0.556 7.576 -1.1 -1.2 0.7 -0.5067
O 1.059 -2.401 8.006 0.6 1.6 0.1 -0.5025
H 1.016 0.492 9.402 0.0 -0.3 -0.1 0.3074
H -0.413 -0.558 9.115 0.2 -0.1 0.0 0.2188
H 0.886 -1.086 10.250 -0.1 0.0 -0.2 0.2864
C 4.477 4.499 -1.094 0.2 0.3 0.1 -0.7454
N 3.690 3.436 -0.412 -0.5 -0.3 0.7 0.8640
O 3.254 3.691 0.716 0.5 -0.7 -1.6 -0.4899
O 3.533 2.376 -1.030 0.0 1.2 0.9 -0.4729
H 4.535 5.371 -0.439 -0.1 -0.3 -0.1 0.3369
H 5.473 4.097 -1.291 -0.3 0.0 -0.1 0.2907
H 3.959 4.748 -2.022 0.2 -0.2 0.1 0.2532
C 5.251 -7.610 1.113 0.1 -0.2 0.3 -0.7604
N 4.192 -7.204 0.150 -0.9 0.1 -0.5 0.8763
O 3.061 -7.671 0.323 1.8 0.6 -0.4 -0.4983
O 4.527 -6.427 -0.752 -0.2 -1.3 1.3 -0.5182
H 4.818 -8.291 1.849 0.0 0.2 -0.3 0.3082
H 6.040 -8.107 0.545 -0.1 0.2 0.1 0.2914
H 5.621 -6.704 1.598 0.0 -0.1 -0.2 0.2839
C 3.052 0.087 1.750 0.3 -0.3 0.0 -0.5623
N 1.803 0.385 2.501 -0.8 0.7 0.0 0.8133
O 1.509 -0.371 3.434 0.1 1.0 -1.0 -0.3952
O 1.152 1.370 2.132 0.8 -1.8 0.9 -0.5148
H 3.520 -0.801 2.180 -0.2 0.2 0.0 0.0942
H 2.777 -0.088 0.708 0.0 0.2 0.2 0.2625
H 3.710 0.954 1.846 -0.2 -0.1 -0.1 0.2691
C 0.924 -3.127 -8.732 -0.3 0.1 -0.2 -0.6686
N 1.330 -3.606 -7.384 0.4 -0.4 1.0 0.8481
O 0.486 -3.543 -6.482 1.5 -0.2 -1.1 -0.5567
O 2.485 -4.032 -7.268 -1.8 0.7 0.0 -0.5111
H -0.112 -2.783 -8.688 0.3 -0.1 0.1 0.2571
H 1.591 -2.308 -9.006 0.0 -0.3 0.0 0.2803
H 1.021 -3.967 -9.423 0.1 0.2 0.1 0.2771
C -2.233 9.429 -0.917 0.2 0.3 0.0 -0.7366
N -3.020 8.366 -0.235 -0.4 -0.4 0.4 0.8081
O -3.456 8.621 0.893 0.5 -0.6 -1.5 -0.5160
O -3.177 7.306 -0.853 0.3 1.8 0.6 -0.4177
H -2.175 10.301 -0.262 -0.1 -0.3 -0.1 0.3088
H -1.237 9.027 -1.114 -0.2 0.0 -0.1 0.2515
H -2.751 9.678 -1.846 0.1 -0.2 0.1 0.2912
C 5.758 1.916 -4.610 -0.1 -0.2 -0.2 -0.6613
N 6.299 3.297 -4.492 0.4 1.0 -0.4 0.8122
O 6.568 3.890 -5.543 -0.4 -0.7 1.8 -0.4937
O 6.437 3.746 -3.349 -0.1 -0.4 -1.6 -0.5061
H 5.690 1.652 -5.667 0.1 0.2 0.3 0.3132
H 6.447 1.247 -4.089 -0.2 0.2 0.0 0.2697
H 4.770 1.908 -4.146 0.2 0.0 0.1 0.2557



Energy relative to the best compared isomer or geometry (same formula, charge and spin) for every record listed, in sequence, given in eV: 6.4191 3.3552.